ORCA calculation (ωB97M-V/def2-TZVPD) on C44H49BrMoN4O2PS2 as an isolated structure.

Geometry as XYZ:
```
104
Properties=species:S:1:pos:R:3:mulliken_spin:R:1
Mo 1.820 -0.112 -0.035 2.048
S -1.052 2.446 -0.467 0.013
C -2.369 1.470 -0.184 -0.002
N -3.603 1.954 0.015 -0.004
C -4.692 1.038 0.272 0.001
C -4.560 -0.170 -0.645 -0.003
N -3.245 -0.752 -0.476 0.022
C -3.139 -2.170 -0.737 0.005
C -3.784 -3.005 0.338 -0.001
C -4.650 -4.034 -0.001 0.001
C -5.198 -4.836 0.985 0.000
C -4.897 -4.607 2.315 0.000
C -4.045 -3.569 2.657 0.001
C -3.487 -2.773 1.674 -0.001
C -2.189 0.027 -0.207 0.003
S -0.695 -0.711 0.110 -0.042
C -3.900 3.371 -0.039 0.000
C -4.499 3.762 -1.370 0.000
C -5.760 4.337 -1.456 0.000
C -6.288 4.682 -2.689 0.000
C -5.566 4.446 -3.847 0.000
C -4.307 3.875 -3.768 0.000
C -3.777 3.539 -2.536 -0.001
H -5.637 1.549 0.087 0.000
H -4.658 0.718 1.322 0.000
H -4.702 0.135 -1.691 0.001
H -5.307 -0.925 -0.385 0.000
H -2.077 -2.423 -0.797 0.000
H -3.614 -2.379 -1.701 0.002
H -4.891 -4.212 -1.038 0.000
H -5.863 -5.639 0.712 0.000
H -5.325 -5.233 3.083 0.000
H -3.816 -3.383 3.695 0.000
H -2.812 -1.970 1.933 0.002
H -2.962 3.911 0.127 0.000
H -4.595 3.599 0.772 0.000
H -6.326 4.537 -0.557 0.000
H -7.266 5.135 -2.748 0.000
H -5.970 4.727 -4.807 0.000
H -3.733 3.695 -4.665 0.000
H -2.787 3.115 -2.473 0.000
Br 2.951 5.916 -4.408 0.000
C 2.472 5.420 -2.639 -0.001
C 2.310 6.383 -1.645 0.001
N 1.980 6.063 -0.409 -0.001
C 1.811 4.795 -0.086 0.003
C 1.973 3.757 -1.006 -0.001
C 2.297 4.085 -2.322 0.000
C 1.800 2.325 -0.643 -0.025
O 1.779 1.466 -1.559 0.036
O 1.749 1.963 0.556 0.026
H 2.451 7.434 -1.861 0.000
H 1.527 4.603 0.940 0.000
H 2.407 3.306 -3.065 -0.001
C 3.135 -2.736 2.769 0.020
C 1.615 -2.698 2.915 -0.017
C 1.112 -1.274 3.151 -0.003
C 0.970 -3.387 1.734 -0.027
C 0.093 -4.425 1.979 0.025
C -0.454 -5.161 0.943 -0.053
C -0.076 -4.892 -0.362 0.031
C 0.789 -3.855 -0.673 0.001
C 1.201 -3.655 -2.117 -0.012
C 0.537 -2.440 -2.774 -0.002
C 2.722 -3.575 -2.249 -0.015
C 1.268 -3.036 0.386 -0.051
N 1.808 -1.844 0.133 -0.058
H 3.611 -2.335 3.660 0.001
H 3.424 -2.141 1.900 0.010
H 3.464 -3.763 2.625 0.001
H 1.348 -3.276 3.808 0.001
H 1.385 -0.612 2.299 0.022
H 1.566 -0.872 4.054 -0.001
H 0.029 -1.273 3.267 0.002
H -0.164 -4.660 3.002 -0.002
H -1.144 -5.962 1.157 -0.001
H -0.480 -5.499 -1.158 -0.002
H 0.857 -4.542 -2.666 0.000
H 0.872 -1.501 -2.309 0.014
H -0.546 -2.508 -2.698 0.001
H 0.798 -2.409 -3.830 0.001
H 3.108 -2.708 -1.711 0.019
H 3.005 -3.491 -3.295 0.001
H 3.177 -4.473 -1.839 0.001
C 5.455 -0.921 -0.193 -0.005
P 4.212 0.417 -0.061 -0.018
C 4.860 1.543 -1.354 0.012
C 4.618 1.262 1.501 -0.008
C 4.956 0.492 2.611 0.018
C 5.138 1.091 3.844 -0.001
C 4.962 2.458 3.989 0.004
C 4.641 3.230 2.886 0.001
C 4.469 2.639 1.648 0.014
H 5.186 -1.772 0.428 -0.007
H 6.429 -0.532 0.109 -0.002
H 5.506 -1.257 -1.230 0.003
H 5.947 1.594 -1.271 -0.001
H 4.443 2.544 -1.254 0.003
H 4.584 1.144 -2.335 -0.003
H 5.083 -0.575 2.507 -0.001
H 5.399 0.485 4.697 -0.001
H 5.079 2.918 4.959 0.000
H 4.509 4.297 2.989 0.000
H 4.218 3.264 0.801 0.001
```

Results
Kohn-Sham gap (spin up / spin down), eV: 7.0970 / 6.9823
2S+1: 3
HOMO (spin up / spin down), eV: -10.58 / -10.59
<S²>: 2.114
M, g/mol: 936.9
Charge: +1
DFT total energy, eV: -159332.6393

ORCA calculation (ωB97M-V/def2-TZVPD) on C12H10N3O5W as an isolated structure.

Geometry as XYZ:
```
31
Properties=species:S:1:pos:R:3:mulliken_charge:R:1
W -0.015 0.114 0.500 1.511
N 1.884 0.139 -0.734 -0.556
C 1.757 1.618 -1.052 -0.673
C 0.366 1.789 -1.804 0.556
O 0.220 2.250 -2.879 -0.315
N -0.605 1.173 -0.984 0.052
C -1.875 0.748 -1.624 -0.262
C -2.235 -0.659 -1.120 0.278
O -3.106 -1.372 -1.397 -0.196
O -1.237 -1.025 -0.088 -0.468
H 1.944 -0.363 -1.651 0.352
H 2.830 -0.027 -0.319 0.353
H 1.811 2.229 -0.105 0.352
H 2.561 1.977 -1.726 0.442
H -2.723 1.425 -1.393 0.363
H -1.786 0.750 -2.730 0.429
O 1.010 -0.774 1.871 -0.565
C 0.334 -0.097 2.786 1.093
N -0.354 0.984 2.257 -0.256
C -1.028 1.696 3.459 0.102
O -1.701 2.637 3.272 -0.338
C -0.604 0.903 4.618 0.431
C -0.858 1.115 5.954 -0.431
C -0.330 0.186 6.878 -0.417
C 0.434 -0.906 6.468 -0.671
C 0.733 -1.112 5.127 -0.409
C 0.209 -0.203 4.189 0.289
H -1.434 1.966 6.296 0.523
H -0.520 0.326 7.935 0.465
H 0.803 -1.601 7.212 0.455
H 1.344 -1.947 4.812 0.512
```

Results
Kohn-Sham gap, eV: 5.4848
HOMO, eV: -20.19
M, g/mol: 460.1
Charge: +3
Energy relative to the best compared isomer or geometry (same formula, charge and spin), eV: 3.030
DFT total energy, eV: -29106.6791

ORCA calculation (ωB97M-V/def2-TZVPD) on one molecule with the formula C4H6O2.

Geometry as XYZ:
```
12
Properties=species:S:1:pos:R:3:mulliken_charge:R:1
C 1.429 0.232 -0.724 -1.024
C 0.441 0.782 0.274 0.709
O 0.386 1.956 0.561 -0.540
C -0.545 -0.206 0.896 -0.578
C -1.616 -0.619 -0.096 0.047
O -1.420 -0.762 -1.279 -0.464
H 0.917 0.113 -1.686 0.267
H 1.794 -0.757 -0.430 0.316
H 2.261 0.930 -0.837 0.337
H -0.021 -1.121 1.207 0.280
H -1.003 0.244 1.781 0.312
H -2.624 -0.791 0.333 0.338
```

Results
Kohn-Sham gap, eV: 10.6233
HOMO, eV: -9.88
M, g/mol: 86.1
Energy relative to the best compared isomer or geometry (same formula, charge and spin), eV: 0.788
DFT total energy, eV: -8339.6727